Here is an isolated molecule of C6H12Si in a non-equilibrium geometry from the Open Molecules 2025 dataset. Energies are from ωB97M-V/def2-TZVPD.

Calculated values
- DFT total energy: -14289.2651 eV
- HOMO (spin up / spin down): -7.1 / -7.1 eV
- Gap between HOMO and LUMO (spin up / spin down): 7.7 / 7.7 eV

ORCA input file:
```
! RIJCOSX wB97M-V def2-TZVPD def2/J DEFGRID3
* xyz 0 1
C -0.18 1.58 -0.31
C 0.54 -0.63 -0.27
C 0.52 2.36 0.48
C 0.84 -0.95 1.15
C 1.64 -0.36 -1.38
C -2.52 -0.70 0.36
Si -1.16 0.09 -0.74
H 0.58 3.51 0.35
H 1.24 2.19 1.28
H 1.22 -1.96 1.11
H 1.65 -0.43 1.50
H -0.17 -0.92 1.57
H 2.44 -1.12 -1.17
H 1.24 -0.28 -2.34
H 2.23 0.57 -1.18
H -3.48 -0.21 0.38
H -2.73 -1.64 -0.07
H -2.26 -0.86 1.34
H -1.62 -0.23 -2.06
*
```

***

Here is a structure of composition C30H40FKN5O6Si in a non-equilibrium geometry from the Open Molecules 2025 dataset. Energies are from ωB97M-V/def2-TZVPD.

Calculated values
- DFT total energy: -78415.3129 eV
- HOMO: -3.2 eV
- Gap between HOMO and LUMO: 2.8 eV

ORCA input file:
```
! RIJCOSX wB97M-V def2-TZVPD def2/J DEFGRID3
* xyz -1 1
K 10.78 13.59 6.88
C 10.74 14.88 10.86
C 9.90 13.59 10.93
C 9.43 13.10 12.13
C 8.68 11.91 12.07
C 8.44 11.31 10.87
C 8.95 11.81 9.65
N 9.71 13.02 9.71
N 8.78 11.25 8.45
Si 7.72 10.03 7.96
C 8.23 8.29 8.41
C 7.59 10.08 6.09
C 5.95 10.17 8.64
H 11.38 15.01 11.69
H 10.14 15.78 10.74
H 11.37 14.82 9.98
H 9.70 13.67 13.01
H 8.18 11.55 12.98
H 7.86 10.38 10.79
H 9.22 8.09 7.96
H 7.55 7.51 8.10
H 8.28 8.21 9.51
H 8.61 10.26 5.75
H 7.04 10.91 5.72
H 7.18 9.14 5.62
H 5.93 11.14 9.15
H 5.65 9.40 9.36
H 5.28 10.20 7.82
C 17.28 13.43 6.80
C 15.78 13.03 6.86
C 15.70 11.51 6.92
O 15.30 13.59 8.08
C 14.84 13.60 5.73
O 15.40 14.02 4.71
O 13.60 13.51 5.99
H 17.74 13.12 7.74
H 17.43 14.47 6.58
H 17.73 12.84 6.01
H 16.44 11.11 7.61
H 15.86 11.10 5.91
H 14.66 11.24 7.22
H 14.35 13.53 7.98
F 16.08 17.78 7.03
C 14.83 18.26 6.83
C 13.80 17.43 6.64
C 12.58 17.97 6.37
C 11.47 16.97 6.28
O 11.71 15.83 6.70
C 10.22 17.46 5.78
C 10.08 18.76 5.70
N 11.09 19.76 5.85
C 10.55 21.09 6.09
C 9.46 21.67 5.18
C 10.87 22.22 5.19
C 12.35 19.38 6.24
C 13.46 20.25 6.44
C 14.67 19.64 6.77
N 15.83 20.53 6.97
C 16.44 20.45 8.30
C 17.49 21.61 8.41
N 17.29 22.53 7.24
C 17.56 21.87 5.92
C 16.84 20.52 5.93
C 8.88 16.62 5.57
O 7.91 17.30 5.15
O 9.01 15.41 5.85
H 13.91 16.33 6.61
H 9.08 19.19 5.42
H 10.44 21.29 7.13
H 8.63 22.22 5.65
H 9.10 21.07 4.41
H 11.04 23.21 5.67
H 11.50 21.90 4.37
H 13.35 21.33 6.44
H 16.95 19.50 8.43
H 15.64 20.52 9.04
H 18.53 21.23 8.42
H 17.43 22.25 9.27
H 17.82 23.39 7.34
H 16.26 22.66 7.18
H 18.63 21.75 5.79
H 17.15 22.52 5.17
H 17.57 19.69 6.06
H 16.35 20.33 4.97
*
```

***

Here is a structure of composition C45H51BBrN11S4W from the Open Molecules 2025 dataset. Energies are from ωB97M-V/def2-TZVPD.

Calculated values
- DFT total energy: -179733.9155 eV
- <S²>: 2.026
- HOMO (spin up / spin down): -18.2 / -18.5 eV
- Gap between HOMO and LUMO (spin up / spin down): 6.2 / 5.7 eV

ORCA input file:
```
! RIJCOSX wB97M-V def2-TZVPD def2/J DEFGRID3
* xyz 4 3
W 0.32 -0.18 0.45
C -0.41 3.66 3.35
C -1.09 3.30 2.06
C -1.66 4.24 1.24
C -2.27 3.88 0.02
N -2.32 2.62 -0.37
N -1.79 1.69 0.43
B -1.90 0.15 0.01
N -2.62 -0.05 -1.40
N -3.78 0.61 -1.50
C -4.54 0.43 -2.56
C -4.12 -0.40 -3.61
C -2.96 -1.11 -3.53
C -2.57 -2.07 -4.63
C -2.20 -0.91 -2.35
S -0.87 -2.03 -2.16
C -5.90 1.10 -2.66
C -6.96 -0.02 -2.63
C -5.99 1.87 -4.00
C -6.14 2.07 -1.51
N -2.78 -0.61 1.08
N -3.87 0.02 1.53
C -4.55 -0.55 2.51
C -4.17 -1.83 3.00
C -3.08 -2.49 2.51
C -2.63 -3.83 3.03
C -2.34 -1.78 1.55
S -0.74 -2.32 1.07
C -5.70 0.23 3.13
C -6.26 -0.47 4.37
C -5.18 1.62 3.51
C -6.83 0.37 2.09
C -1.17 1.98 1.59
S -0.49 0.63 2.49
C -2.95 4.92 -0.86
C -2.93 4.49 -2.33
C -4.40 5.01 -0.33
C -2.26 6.29 -0.72
H -0.82 4.59 3.75
H 0.66 3.82 3.19
H -0.53 2.89 4.11
H -1.61 5.29 1.52
H -4.73 -0.48 -4.50
H -3.14 -1.85 -5.53
H -2.79 -3.10 -4.34
H -1.51 -2.02 -4.87
H -6.82 -0.75 -3.44
H -7.94 0.42 -2.76
H -6.95 -0.56 -1.68
H -6.02 1.21 -4.87
H -5.16 2.57 -4.11
H -6.92 2.44 -4.00
H -5.84 1.63 -0.56
H -7.19 2.33 -1.47
H -5.57 2.99 -1.65
H -4.74 -2.28 3.80
H -3.35 -4.22 3.74
H -1.66 -3.75 3.52
H -2.53 -4.55 2.21
H -5.51 -0.56 5.17
H -6.67 -1.45 4.15
H -7.07 0.14 4.77
H -4.37 1.55 4.25
H -5.99 2.21 3.95
H -4.81 2.16 2.63
H -7.17 -0.61 1.75
H -6.49 0.94 1.24
H -7.67 0.89 2.54
H -3.29 3.48 -2.47
H -1.91 4.55 -2.73
H -3.55 5.18 -2.91
H -4.88 4.04 -0.28
H -4.99 5.66 -0.99
H -4.42 5.46 0.67
H -1.19 6.23 -0.91
H -2.43 6.75 0.26
H -2.69 6.97 -1.45
C 2.05 2.40 -4.23
C 2.22 2.23 -2.76
C 2.87 3.19 -2.01
C 3.13 2.97 -0.66
C 2.48 1.92 0.00
Br 2.77 1.73 1.83
N 1.63 1.07 -0.61
C 1.87 0.94 -2.08
H 2.56 3.30 -4.58
H 0.99 2.51 -4.48
H 2.43 1.55 -4.78
H 3.23 4.09 -2.48
H 3.78 3.63 -0.10
H 2.78 0.32 -2.18
S 4.74 -4.91 -3.54
N 3.67 -3.84 -4.07
C 3.14 -3.30 -2.98
C 2.11 -2.30 -2.96
C 1.62 -1.62 -4.17
C 0.99 -0.46 -4.03
C 0.72 0.11 -2.66
N 0.51 -1.00 -1.66
C 1.65 -1.93 -1.75
C 2.25 -2.33 -0.52
N 1.86 -1.67 0.61
C 2.43 -1.99 1.78
C 3.43 -2.94 1.88
C 3.86 -3.59 0.74
C 3.27 -3.27 -0.49
C 3.69 -3.80 -1.77
N 4.63 -4.73 -1.96
H 1.84 -2.05 -5.14
H 0.65 0.09 -4.90
H -0.19 0.71 -2.67
H 2.07 -1.46 2.66
H 3.87 -3.16 2.85
H 4.65 -4.33 0.78
*
```

***

Here is a cluster of 2 separate species, C10H16 in total in a non-equilibrium geometry from the Open Molecules 2025 dataset. Energies are from ωB97M-V/def2-TZVPD.

Calculated values
- DFT total energy: -10629.3539 eV
- HOMO: -9.1 eV
- SMILES: Cc1ccccc1.CCC
- Gap between HOMO and LUMO: 10.1 eV

ORCA input file:
```
! RIJCOSX wB97M-V def2-TZVPD def2/J DEFGRID3
* xyz 0 1
C -0.79 2.14 2.03
C 0.49 1.84 1.28
C 0.80 0.53 0.95
C 2.04 0.20 0.41
C 3.00 1.19 0.24
C 2.66 2.51 0.47
C 1.42 2.83 1.02
H -1.40 1.24 2.15
H -1.44 2.84 1.50
H -0.53 2.51 3.03
H 0.08 -0.27 0.97
H 2.28 -0.84 0.21
H 4.01 0.97 -0.08
H 3.34 3.31 0.25
H 1.20 3.87 1.20
C -2.73 -2.21 -0.93
C -1.27 -1.81 -1.05
C -0.61 -2.56 -2.19
H -3.41 -1.89 -1.74
H -3.18 -1.87 -0.01
H -2.86 -3.29 -0.88
H -1.04 -0.75 -1.14
H -0.82 -2.21 -0.13
H -0.77 -3.64 -2.18
H -0.95 -2.17 -3.16
H 0.48 -2.47 -2.20
*
```

***

Here is an isolated molecule of C5H7N5S in a non-equilibrium geometry from the Open Molecules 2025 dataset. Energies are from ωB97M-V/def2-TZVPD.

Calculated values
- DFT total energy: -23579.6668 eV
- HOMO (spin up / spin down): -8.2 / -8.2 eV
- Gap between HOMO and LUMO (spin up / spin down): 8.0 / 8.0 eV

ORCA input file:
```
! RIJCOSX wB97M-V def2-TZVPD def2/J DEFGRID3
* xyz 0 1
C 1.10 0.41 -1.97
C 1.89 -0.01 -0.91
C -0.18 -0.83 -0.58
C -1.33 -0.38 0.20
C -1.15 1.18 0.54
N -0.16 0.01 -1.84
N -1.57 -1.10 1.51
N 1.15 -0.59 0.04
N -1.58 -0.40 2.52
N 1.38 -0.86 1.27
S -1.32 1.23 2.38
H 1.41 0.98 -2.74
H 2.88 0.12 -0.66
H -0.29 -1.84 -0.91
H -2.23 -0.42 -0.46
H -0.33 1.68 -0.04
H -2.03 1.66 0.11
H 2.36 -0.83 1.53
*
```

***

Here is a structure of composition C21H36IrP2Se in a non-equilibrium geometry from the Open Molecules 2025 dataset. Energies are from ωB97M-V/def2-TZVPD.

Calculated values
- DFT total energy: -109096.2216 eV
- <S²>: 8.791
- HOMO (spin up / spin down): -11.8 / -12.7 eV
- Gap between HOMO and LUMO (spin up / spin down): 6.1 / 5.1 eV

ORCA input file:
```
! RIJCOSX wB97M-V def2-TZVPD def2/J DEFGRID3
* xyz 2 6
P -2.44 1.77 0.94
P -2.44 -1.51 -1.25
C -3.77 0.92 -0.11
C -3.81 -0.58 -0.28
H -3.76 1.44 -1.10
H -4.71 1.26 0.38
H -3.99 -1.09 0.71
H -4.73 -0.83 -0.85
C -2.88 -1.15 -2.98
H -2.11 -1.62 -3.58
H -2.89 -0.06 -3.18
H -3.85 -1.59 -3.15
C -3.25 -3.13 -1.02
H -4.19 -3.14 -1.51
H -3.35 -3.36 0.06
H -2.56 -3.87 -1.46
C -2.93 3.48 0.76
H -2.16 4.06 1.28
H -3.90 3.59 1.18
H -2.91 3.71 -0.35
C -3.10 1.42 2.64
H -3.38 0.35 2.81
H -3.96 2.07 2.80
H -2.31 1.67 3.37
Ir 3.44 0.46 -0.59
C -0.87 -1.98 -0.83
C -0.71 -0.85 -1.78
C -0.74 0.62 -1.40
C -0.01 1.57 -0.33
C -0.79 1.75 1.08
C -0.79 0.56 2.11
C -1.12 -0.75 1.63
C -0.43 -1.87 0.65
C 2.98 0.86 1.29
H -0.67 -2.95 -1.30
H 0.16 -1.02 -2.45
H -1.79 0.88 -1.34
H -0.57 1.12 -2.38
H 1.06 1.38 -0.31
H -0.05 2.56 -0.84
H -0.45 2.73 1.51
H 0.17 0.64 2.56
H -2.16 -0.83 1.26
H -1.19 -1.36 2.54
H 0.71 -1.78 0.67
H -0.63 -2.83 1.10
H 3.36 0.10 2.04
H 2.25 1.46 1.92
H 3.89 1.59 1.22
Se 3.48 -1.88 -1.47
C 4.98 -0.93 -0.71
C 5.55 0.18 -1.38
C 6.84 0.64 -0.99
C 7.51 0.02 0.04
C 6.95 -1.05 0.77
C 5.69 -1.56 0.42
H 4.92 0.67 -2.15
H 7.24 1.50 -1.53
H 8.52 0.36 0.31
H 7.48 -1.52 1.60
H 5.16 -2.34 0.95
*
```

***

Here is an isolated molecule of C7H9BN4 in a non-equilibrium geometry from the Open Molecules 2025 dataset. Energies are from ωB97M-V/def2-TZVPD.

Calculated values
- DFT total energy: -14041.2815 eV
- HOMO: -9.1 eV
- SMILES: CB(C)c1ncnc2[nH]cnc12
- Gap between HOMO and LUMO: 9.1 eV

ORCA input file:
```
! RIJCOSX wB97M-V def2-TZVPD def2/J DEFGRID3
* xyz 0 1
C 0.10 -2.11 -2.12
B 0.61 -1.48 -0.70
C 2.10 -1.67 -0.18
C -0.37 -0.46 0.03
N -1.60 -0.80 0.41
C -2.48 -0.06 1.04
N -2.32 1.20 1.38
C -1.14 1.67 1.03
N -0.66 2.88 1.21
C 0.66 2.92 0.82
N 1.01 1.76 0.30
C -0.08 0.93 0.44
H 0.84 -2.01 -2.88
H -0.78 -1.65 -2.62
H -0.07 -3.12 -2.23
H 2.69 -2.46 -0.66
H 2.16 -1.59 0.97
H 2.54 -0.65 -0.36
H -3.38 -0.53 1.37
H -1.17 3.59 1.59
H 1.34 3.64 1.16
*
```

***

Here is a cluster of 5 separate species, C28H45Br3O10S4 in total in a non-equilibrium geometry from the Open Molecules 2025 dataset. Energies are from ωB97M-V/def2-TZVPD.

Calculated values
- DFT total energy: -303707.7454 eV
- HOMO: -9.7 eV
- SMILES: C[C@H](Br)CC1=C([C@H](Br)[C@@H](C)Br)C(=O)C=CC1=O.O=S1(=O)CCCC1.O=S1(=O)CCCC1.O=S1(=O)CCCC1.O=S1(=O)CCCC1
- Gap between HOMO and LUMO: 8.4 eV

ORCA input file:
```
! RIJCOSX wB97M-V def2-TZVPD def2/J DEFGRID3
* xyz 0 1
C -4.09 -0.31 -0.11
C -4.05 1.01 -0.86
Br -5.05 0.79 -2.52
C -2.62 1.50 -1.16
C -1.75 1.25 0.03
C -1.64 2.05 1.09
C -2.35 3.35 1.20
Br -1.09 4.70 0.46
C -2.76 3.73 2.61
C -3.20 5.20 2.72
Br -4.33 2.66 3.09
C -0.73 1.62 2.18
O -0.10 2.38 2.88
C -0.58 0.15 2.33
C -0.65 -0.64 1.27
C -0.92 0.01 -0.04
O -0.51 -0.43 -1.10
H -3.35 -1.00 -0.51
H -5.06 -0.77 -0.19
H -3.91 -0.16 0.95
H -4.59 1.74 -0.27
H -2.65 2.56 -1.35
H -2.26 0.96 -2.03
H -3.22 3.41 0.56
H -1.97 3.55 3.32
H -3.67 5.53 1.80
H -3.94 5.32 3.50
H -2.35 5.81 2.98
H -0.39 -0.27 3.30
H -0.51 -1.71 1.31
O 4.89 -2.83 1.25
S 3.87 -1.93 1.74
O 2.73 -2.42 2.47
C 4.66 -0.62 2.67
C 4.98 0.44 1.62
C 3.73 0.54 0.73
C 3.31 -0.89 0.38
H 5.54 -1.02 3.17
H 3.94 -0.26 3.41
H 5.22 1.40 2.09
H 5.83 0.13 1.02
H 2.93 1.03 1.28
H 3.92 1.12 -0.16
H 2.24 -0.99 0.27
H 3.81 -1.24 -0.53
O -2.09 -2.93 -4.09
S -1.75 -4.01 -3.20
O -2.72 -4.57 -2.29
C -1.02 -5.33 -4.17
C 0.47 -5.00 -4.19
C 0.82 -4.57 -2.76
C -0.26 -3.58 -2.30
H -1.48 -5.35 -5.15
H -1.21 -6.27 -3.65
H 1.06 -5.85 -4.51
H 0.66 -4.18 -4.88
H 0.82 -5.44 -2.11
H 1.81 -4.11 -2.71
H -0.46 -3.64 -1.24
H -0.01 -2.55 -2.56
O 7.68 0.74 -0.01
S 8.62 0.20 -0.96
O 8.40 0.32 -2.38
C 10.25 0.80 -0.55
C 10.80 -0.22 0.44
C 10.41 -1.60 -0.13
C 8.93 -1.52 -0.54
H 10.17 1.81 -0.14
H 10.83 0.82 -1.47
H 11.87 -0.12 0.56
H 10.33 -0.08 1.41
H 11.03 -1.82 -1.00
H 10.57 -2.39 0.59
H 8.71 -2.14 -1.41
H 8.27 -1.79 0.27
O -6.34 0.95 0.72
S -7.71 0.91 1.14
O -8.16 0.03 2.18
C -8.22 2.59 1.52
C -8.73 3.13 0.18
C -9.56 2.01 -0.44
C -8.75 0.71 -0.32
H -7.38 3.14 1.92
H -9.03 2.53 2.25
H -9.31 4.04 0.32
H -7.88 3.37 -0.46
H -10.50 1.91 0.09
H -9.80 2.22 -1.49
H -9.38 -0.16 -0.18
H -8.09 0.56 -1.17
*
```

***

Here is a cluster of 3 separate species, C3H15N5 in total in a non-equilibrium geometry from the Open Molecules 2025 dataset. Energies are from ωB97M-V/def2-TZVPD.

Calculated values
- DFT total energy: -10803.1932 eV
- HOMO: -7.6 eV
- SMILES: [H]/N=C/N.CNC.NN
- Gap between HOMO and LUMO: 8.5 eV

ORCA input file:
```
! RIJCOSX wB97M-V def2-TZVPD def2/J DEFGRID3
* xyz 0 1
H 0.90 -1.16 -2.37
N 0.81 -1.40 -1.39
C 1.83 -1.10 -0.68
N 1.86 -1.46 0.64
H 2.80 -0.76 -1.07
H 2.76 -1.63 1.07
H 1.08 -2.02 0.95
C -1.99 -0.45 1.06
N -1.37 0.12 -0.13
C -2.35 0.61 -1.07
H -2.66 -1.29 0.84
H -2.56 0.33 1.57
H -1.20 -0.80 1.73
H -0.79 -0.59 -0.59
H -3.06 -0.16 -1.41
H -2.92 1.43 -0.61
H -1.83 1.00 -1.95
N 1.24 1.49 -0.13
N 1.69 1.65 1.26
H 1.19 2.44 -0.51
H 0.25 1.14 -0.09
H 1.63 0.72 1.66
H 2.68 1.89 1.21
*
```

***

Here is the ion C5H13N2 with charge +1 in a non-equilibrium geometry from the Open Molecules 2025 dataset. Energies are from ωB97M-V/def2-TZVPD.

Calculated values
- DFT total energy: -8367.8361 eV
- HOMO: -12.6 eV
- SMILES: C=C(CC[NH3+])NC
- Gap between HOMO and LUMO: 9.4 eV

ORCA input file:
```
! RIJCOSX wB97M-V def2-TZVPD def2/J DEFGRID3
* xyz 1 1
C 1.82 -0.48 1.13
C 0.69 -0.22 0.37
C -0.71 -0.50 0.91
C -1.55 0.70 0.51
N -0.65 1.83 0.35
N 0.74 -0.10 -1.03
C 0.31 -1.31 -1.81
H 2.83 -0.28 0.72
H 1.84 -0.97 2.19
H -1.18 -1.35 0.40
H -0.68 -0.59 2.07
H -2.17 0.44 -0.45
H -2.31 0.97 1.15
H -0.16 2.00 1.22
H -1.23 2.71 0.18
H 0.06 1.73 -0.45
H 1.70 0.17 -1.28
H 1.08 -2.15 -1.75
H -0.69 -1.63 -1.51
H 0.27 -0.98 -2.90
*
```

***

The highest DFT total energy belongs to which entry? C5H13N2

***

Which of these has the lowest DFT total energy? C28H45Br3O10S4

***

Look up the DFT total energy of the seventh one. -14041.2815 eV